86
Properties=species:S:1:pos:R:3 method="wB97M-V/def2-TZVPD" gap_ev=8.90 total_charge=0
H -2.682 -0.282 -6.122
H 3.777 -2.486 -1.642
C -0.897 -0.473 -1.360
H -2.003 5.986 0.691
C 2.193 -7.683 -3.397
H 1.811 2.665 7.348
O 1.486 -5.624 -4.877
C -3.077 5.593 2.542
H -0.867 3.034 2.489
H -4.088 -1.326 -6.439
H -2.977 -0.143 -1.236
C -4.634 1.871 -5.483
H 1.575 -7.017 -0.780
H 2.146 1.689 4.799
C 2.063 2.005 -0.559
O -3.696 2.949 0.676
O 1.983 2.554 0.533
O -0.329 -7.055 -3.904
H 2.522 -1.091 7.121
C 3.186 0.181 1.720
C -2.110 0.096 -0.645
C 1.425 2.596 -1.787
H -2.539 2.701 3.004
H 2.226 -0.311 1.654
C 1.099 -5.522 -2.267
H 2.115 2.571 -2.620
O -4.959 -1.515 -3.929
H -2.070 1.174 -0.582
O -2.907 -0.135 -3.526
O 4.899 0.457 0.077
H 3.100 1.123 2.243
H -3.738 5.649 0.440
H 3.473 2.551 5.615
C -5.106 1.110 -4.247
H -5.504 0.518 -6.925
H 0.115 -5.466 -1.809
C 2.876 0.869 7.997
C -3.760 -0.381 -6.014
H -4.940 1.640 -3.311
H -1.005 5.325 3.093
C 2.800 1.698 5.668
H 2.628 -5.610 -0.723
P 1.858 -0.534 -1.426
S -4.126 -0.387 -4.255
H 3.738 -6.295 -2.815
H 3.680 -7.745 -1.813
N 2.786 0.799 -0.758
H 0.551 2.000 -2.035
C 0.282 -0.700 -0.421
H -5.329 2.666 -5.748
H 2.728 -7.966 -4.300
H 1.661 -8.542 -2.991
H -3.660 2.326 -5.289
S 2.885 -2.223 -0.676
H 1.070 1.152 6.846
H -0.636 0.126 -2.223
C 3.068 -7.016 -2.341
H 3.928 -0.425 2.209
S 0.970 -6.440 -3.807
H -2.124 4.689 4.291
H 2.312 0.616 8.894
C 2.103 -6.287 -1.396
H 1.452 -4.521 -2.507
H 3.740 1.462 8.300
O 5.199 0.596 5.676
F 0.242 0.125 0.686
H -2.263 -0.342 0.334
C -4.508 0.825 -6.599
H -3.987 1.222 -7.468
C 3.710 0.485 0.343
H -6.151 0.816 -4.333
H 4.190 -0.878 7.719
O 3.320 -0.687 4.626
H -3.058 6.644 2.825
S 3.813 0.212 5.638
H -1.157 -1.446 -1.764
H 0.228 -1.723 -0.057
H -4.047 5.184 2.829
H 1.094 3.592 -1.548
O -1.375 3.536 -0.072
C 2.026 1.659 6.992
C -1.879 3.427 2.535
C -1.952 4.798 3.221
C 3.339 -0.383 7.259
S -2.467 3.680 0.856
C -2.862 5.416 1.041